# 1
The following is a DFT calculation (ωB97M-V with the def2-TZVPD basis set) of 11 unconnected molecules or ions with the total composition C38H114N12O11P4S7 at a distorted geometry.

Element x y z (Å)
O 2.298 -0.371 6.700
P 1.076 0.421 6.506
N -0.035 0.418 7.766
C -0.778 -0.814 7.996
C 0.359 1.122 8.989
N 0.211 0.020 5.145
C -1.102 0.605 4.898
C 0.877 -0.493 3.967
N 1.378 2.059 6.253
C 0.481 3.190 6.404
C 2.747 2.320 5.850
H -0.261 -1.589 8.576
H -0.944 -1.285 7.027
H -1.698 -0.553 8.522
H 1.194 0.647 9.520
H -0.514 1.079 9.640
H 0.739 2.119 8.780
H -1.586 0.897 5.828
H -1.033 1.576 4.387
H -1.716 -0.098 4.340
H 1.118 0.365 3.316
H 1.825 -0.970 4.208
H 0.201 -1.125 3.386
H -0.506 2.793 6.645
H 0.778 3.802 7.259
H 0.377 3.705 5.448
H 2.753 3.179 5.171
H 3.171 1.522 5.236
H 3.457 2.465 6.670
O -1.383 -1.738 -8.545
P -0.067 -1.396 -7.971
N 0.610 -2.663 -7.120
C 0.144 -4.078 -7.391
C 1.880 -2.546 -6.434
N -0.031 -0.146 -6.847
C 0.925 0.964 -7.020
C -1.205 0.126 -6.003
N 1.102 -0.946 -9.063
C 0.650 0.010 -10.120
C 2.268 -1.710 -9.484
H 0.453 -4.261 -8.420
H -0.921 -4.108 -7.203
H 0.765 -4.665 -6.722
H 1.757 -2.157 -5.419
H 2.552 -1.831 -6.928
H 2.486 -3.447 -6.537
H 0.902 1.466 -7.991
H 0.643 1.726 -6.296
H 1.951 0.600 -6.977
H -1.480 -0.785 -5.469
H -0.934 0.885 -5.275
H -1.979 0.408 -6.720
H 1.518 0.450 -10.600
H 0.049 -0.580 -10.814
H -0.013 0.736 -9.655
H 3.166 -1.332 -8.985
H 2.442 -1.531 -10.546
H 2.179 -2.789 -9.359
O -1.981 -0.257 -0.938
P -0.666 0.348 -0.654
N 0.206 0.914 -1.969
C -0.218 2.148 -2.608
C 0.663 -0.080 -2.903
N 0.431 -0.652 0.136
C 1.838 -0.265 0.301
C 0.167 -2.095 0.245
N -0.912 1.688 0.317
C 0.145 2.560 0.788
C -2.068 1.672 1.188
H -0.285 3.029 -1.971
H -1.168 2.072 -3.153
H 0.504 2.447 -3.373
H -0.036 -0.471 -3.652
H 0.977 -0.982 -2.364
H 1.548 0.112 -3.518
H 2.153 -0.609 1.294
H 2.435 -0.927 -0.342
H 1.953 0.799 0.148
H -0.838 -2.314 0.588
H 0.459 -2.553 -0.708
H 0.861 -2.534 0.966
H 0.900 2.779 0.031
H -0.244 3.505 1.168
H 0.669 2.086 1.633
H -2.614 2.619 1.258
H -1.851 1.285 2.186
H -2.856 1.067 0.740
O -4.189 0.364 3.946
P -5.190 -0.430 3.202
N -6.601 -0.863 3.986
C -7.266 0.214 4.693
C -7.480 -1.970 3.635
N -4.669 -1.792 2.393
C -4.380 -3.015 3.165
C -3.859 -1.666 1.211
N -5.810 0.561 1.973
C -6.691 0.007 0.984
C -5.524 1.974 1.934
H -8.157 -0.139 5.214
H -7.710 0.944 3.996
H -6.623 0.778 5.364
H -8.466 -1.681 3.273
H -7.591 -2.632 4.503
H -6.934 -2.601 2.933
H -3.380 -2.872 3.588
H -5.051 -3.176 4.009
H -4.444 -3.868 2.493
H -2.783 -1.502 1.321
H -4.098 -2.400 0.438
H -4.134 -0.731 0.713
H -7.585 0.613 0.806
H -6.255 -0.090 -0.025
H -6.948 -1.033 1.180
H -5.120 2.333 2.880
H -6.414 2.612 1.846
H -4.861 2.258 1.113
C 3.835 3.339 2.474
S 4.502 3.737 0.864
O 4.109 5.162 0.653
C 6.220 3.818 1.386
H 2.933 2.733 2.374
H 3.802 4.212 3.120
H 4.463 2.613 3.007
H 6.338 4.475 2.253
H 6.797 4.373 0.643
H 6.688 2.860 1.597
C -1.688 -2.922 -3.169
S -2.012 -4.690 -3.540
O -0.713 -5.379 -3.283
C -3.201 -4.970 -2.173
H -2.461 -2.274 -3.566
H -0.723 -2.869 -3.675
H -1.516 -2.850 -2.096
H -2.653 -4.861 -1.236
H -3.724 -5.902 -2.349
H -3.859 -4.098 -2.177
C 2.988 -5.379 -3.886
S 2.646 -5.071 -2.129
O 3.450 -5.923 -1.210
C 3.395 -3.414 -1.992
H 2.881 -6.438 -4.131
H 3.968 -5.165 -4.325
H 2.219 -4.818 -4.419
H 3.338 -3.287 -0.908
H 2.829 -2.625 -2.479
H 4.448 -3.555 -2.228
C 3.367 2.535 -3.026
S 4.357 3.791 -3.862
O 3.720 4.198 -5.167
C 4.114 5.197 -2.762
H 2.532 2.982 -2.485
H 4.010 2.000 -2.327
H 3.004 1.833 -3.773
H 4.115 4.905 -1.707
H 3.129 5.622 -2.954
H 4.925 5.918 -2.813
C 5.723 0.253 0.613
S 6.072 -0.471 -0.994
O 5.174 -0.003 -2.089
C 7.679 0.314 -1.274
H 5.835 1.334 0.517
H 6.558 -0.075 1.239
H 4.806 -0.133 1.046
H 8.317 -0.456 -1.711
H 8.207 0.785 -0.446
H 7.605 1.043 -2.084
C -2.141 5.874 -0.085
S -3.493 7.047 -0.112
O -4.835 6.454 -0.382
C -3.506 7.419 1.664
H -1.252 6.418 0.220
H -2.098 5.426 -1.079
H -2.385 5.020 0.554
H -3.547 6.541 2.301
H -4.327 8.125 1.784
H -2.655 8.076 1.869
C 0.441 -6.102 4.441
S 1.024 -4.381 4.402
O 1.098 -4.143 2.937
C -0.515 -3.618 5.062
H 0.132 -6.313 5.471
H 1.223 -6.790 4.137
H -0.460 -6.207 3.837
H -0.531 -3.625 6.151
H -1.298 -4.272 4.674
H -0.676 -2.610 4.690

- highest occupied orbital energy (eV) = -8.303
- energy above the lowest of the compared OMol25 structures with the same formula, charge and spin (kcal per mole) = 48.4
- largest force on an atom (eV/A) = 2.56
- charge = 0
- gap between HOMO and LUMO (eV) = 8.34

# 2
The following is a DFT calculation (ωB97M-V with the def2-TZVPD basis set) of 19 unconnected molecules or ions with the total composition C38H114O19 at a distorted geometry.

Element x y z (Å)
C 13.801 26.542 -26.128
C 14.362 27.498 -27.197
O 15.684 27.732 -26.962
H 12.713 26.559 -26.057
H 14.249 26.713 -25.150
H 14.185 25.530 -26.251
H 13.884 28.477 -27.242
H 14.234 27.131 -28.215
H 16.053 28.137 -27.750
C 20.177 12.694 -26.416
C 21.278 12.573 -27.432
O 22.359 13.354 -26.971
H 19.763 13.607 -25.990
H 20.488 12.098 -25.557
H 19.278 12.211 -26.797
H 20.938 12.893 -28.418
H 21.553 11.528 -27.574
H 23.107 12.874 -27.332
C 18.215 16.188 -23.166
C 17.223 16.730 -22.084
O 17.265 15.875 -20.897
H 18.342 17.049 -23.823
H 17.782 15.342 -23.699
H 19.202 15.912 -22.795
H 16.169 16.720 -22.362
H 17.474 17.732 -21.734
H 16.409 15.786 -20.472
C 20.779 23.338 -27.000
C 20.737 24.766 -27.073
O 19.751 25.107 -28.006
H 20.854 22.796 -27.942
H 19.949 22.897 -26.448
H 21.621 23.192 -26.324
H 21.655 25.312 -27.289
H 20.431 25.083 -26.076
H 18.921 25.079 -27.526
C 16.066 20.318 -26.142
C 17.017 19.385 -26.909
O 17.572 18.513 -26.042
H 15.413 20.903 -26.789
H 16.564 21.167 -25.674
H 15.428 19.863 -25.384
H 17.872 20.001 -27.190
H 16.693 18.894 -27.826
H 17.925 17.841 -26.630
C 16.183 24.343 -28.373
C 16.854 24.082 -27.057
O 17.509 25.303 -26.591
H 15.373 25.073 -28.378
H 15.981 23.458 -28.976
H 16.884 24.717 -29.119
H 17.584 23.272 -27.058
H 16.092 23.805 -26.328
H 17.041 26.089 -26.882
C 14.563 19.997 -22.514
C 13.783 21.334 -22.464
O 14.605 22.437 -21.999
H 14.895 19.785 -21.498
H 15.301 20.224 -23.285
H 14.003 19.193 -22.991
H 12.955 21.084 -21.801
H 13.407 21.652 -23.437
H 14.053 23.196 -21.793
C 17.871 13.587 -30.542
C 18.157 14.753 -31.449
O 17.767 15.936 -30.763
H 17.837 12.742 -31.229
H 17.015 13.667 -29.871
H 18.669 13.415 -29.820
H 17.654 14.703 -32.415
H 19.244 14.789 -31.517
H 16.998 16.154 -31.295
C 22.084 16.094 -22.941
C 22.001 14.822 -23.792
O 22.826 14.897 -24.897
H 23.134 16.343 -22.784
H 21.587 15.740 -22.038
H 21.541 16.954 -23.332
H 20.950 14.714 -24.058
H 22.386 13.940 -23.281
H 22.510 14.248 -25.531
C 14.104 22.752 -31.563
C 14.854 24.137 -31.813
O 16.125 24.086 -32.326
H 13.965 22.217 -32.503
H 13.199 22.906 -30.976
H 14.782 22.100 -31.012
H 15.023 24.816 -30.978
H 14.159 24.697 -32.440
H 16.389 23.169 -32.217
C 10.675 17.186 -25.348
C 12.064 17.909 -25.380
O 11.959 19.054 -24.506
H 10.647 16.353 -26.051
H 9.833 17.767 -25.725
H 10.439 16.678 -24.413
H 12.283 18.293 -26.376
H 12.933 17.294 -25.146
H 11.677 19.791 -25.052
C 14.215 13.951 -29.454
C 14.050 12.692 -30.280
O 13.687 13.071 -31.546
H 14.997 14.628 -29.799
H 14.483 13.796 -28.409
H 13.272 14.497 -29.415
H 13.259 12.088 -29.838
H 14.970 12.128 -30.436
H 13.659 12.357 -32.187
C 18.647 20.044 -22.912
C 19.135 20.998 -24.017
O 19.831 20.099 -24.912
H 17.757 19.513 -23.251
H 18.310 20.732 -22.137
H 19.354 19.399 -22.391
H 19.800 21.792 -23.676
H 18.303 21.514 -24.497
H 19.187 19.561 -25.378
C 17.039 19.608 -31.459
C 18.092 20.701 -31.033
O 18.023 21.888 -31.852
H 16.006 19.944 -31.371
H 17.089 18.685 -30.881
H 17.253 19.286 -32.479
H 19.105 20.315 -31.148
H 17.854 20.884 -29.986
H 18.742 22.445 -31.545
C 13.996 18.476 -29.394
C 12.507 18.405 -29.387
O 12.035 19.565 -30.141
H 14.505 17.669 -28.866
H 14.385 19.377 -28.920
H 14.317 18.535 -30.434
H 11.966 18.234 -28.456
H 12.248 17.488 -29.916
H 12.465 19.541 -30.998
C 20.986 16.898 -27.299
C 19.930 16.425 -28.254
O 18.624 16.711 -27.853
H 20.800 16.396 -26.350
H 20.945 17.959 -27.052
H 21.948 16.493 -27.614
H 19.974 15.342 -28.369
H 20.090 16.941 -29.200
H 18.230 16.320 -28.637
C 18.362 25.160 -23.050
C 17.100 24.304 -22.571
O 17.451 23.042 -22.118
H 19.102 24.628 -23.648
H 18.813 25.571 -22.147
H 18.078 25.961 -23.733
H 16.437 24.270 -23.436
H 16.447 24.872 -21.908
H 16.619 22.596 -21.944
C 12.490 23.314 -27.277
C 12.601 22.105 -26.291
O 11.331 21.853 -25.814
H 11.655 23.307 -27.978
H 13.431 23.478 -27.802
H 12.346 24.240 -26.720
H 13.254 22.281 -25.436
H 12.902 21.159 -26.741
H 10.700 21.727 -26.527
C 23.954 20.743 -21.812
C 22.837 19.774 -22.319
O 22.608 20.101 -23.647
H 23.547 21.746 -21.685
H 24.834 20.694 -22.453
H 24.297 20.450 -20.820
H 21.950 19.916 -21.702
H 23.196 18.747 -22.386
H 21.687 20.014 -23.905

- highest occupied orbital energy (eV) = -9.079
- energy above the lowest of the compared OMol25 structures with the same formula, charge and spin (kcal per mole) = 108.7
- largest force on an atom (eV/A) = 3.24
- charge = 0
- gap between HOMO and LUMO (eV) = 9.19

# 3
The following is a DFT calculation (ωB97M-V with the def2-TZVPD basis set) of a molecular structure, C38H21IrN10O4.

Element x y z (Å)
Ir -0.285 0.469 -1.212
C -5.645 4.006 -2.693
C -6.322 3.015 -1.964
C -5.642 1.956 -1.392
C -4.262 1.911 -1.564
C -3.255 0.961 -1.138
N -3.549 -0.129 -0.471
C -2.710 -1.097 -0.214
C -3.113 -2.397 0.268
C -4.322 -2.885 0.751
C -4.394 -4.228 1.067
C -3.293 -5.084 0.891
C -2.092 -4.612 0.402
C -2.010 -3.250 0.106
C -0.988 -2.397 -0.416
N 1.148 -2.477 0.210
C 1.881 -1.336 0.089
N 1.563 -0.293 -0.659
C 2.727 0.502 -0.725
N 2.916 1.604 -1.357
C 1.963 2.291 -2.005
N 0.646 2.052 -1.983
C 0.024 3.097 -2.660
N -1.253 3.307 -2.785
C -2.187 2.536 -2.257
N -2.010 1.371 -1.574
C -3.592 2.892 -2.288
C -4.274 3.958 -2.864
C 1.040 4.007 -3.169
C 0.960 5.183 -3.900
C 2.148 5.830 -4.201
C 3.381 5.322 -3.774
C 3.457 4.152 -3.038
C 2.266 3.502 -2.746
C 3.783 -0.120 0.072
C 5.098 0.245 0.291
C 5.871 -0.596 1.080
C 5.349 -1.777 1.606
C 4.032 -2.146 1.369
C 3.253 -1.279 0.619
N -1.360 -1.150 -0.583
H -6.212 4.818 -3.128
H -7.396 3.086 -1.852
H -6.156 1.186 -0.833
H -5.173 -2.228 0.867
H -5.319 -4.638 1.451
H -3.396 -6.133 1.135
H -1.249 -5.271 0.247
H -3.744 4.716 -3.424
H 0.004 5.573 -4.221
H 2.127 6.749 -4.773
H 4.287 5.858 -4.026
H 4.405 3.753 -2.701
H 5.499 1.147 -0.150
H 6.905 -0.343 1.278
H 5.985 -2.422 2.197
H 3.657 -3.083 1.759
C 1.127 0.448 4.564
C 1.163 -0.923 3.992
N 1.121 -1.219 2.719
C 1.162 -2.587 2.647
C 1.226 -3.131 3.913
N 1.231 -2.058 4.744
C 1.304 -4.489 4.520
O 1.166 -5.529 3.718
O 1.469 -4.593 5.709
C 1.067 -3.292 1.373
O 0.881 -4.484 1.257
O 0.274 -2.816 -0.806
H 1.111 1.161 3.745
H 2.001 0.639 5.187
H 0.234 0.593 5.172
H 1.291 -2.149 5.748
H 1.002 -5.255 2.786

- highest occupied orbital energy (alpha / beta) (eV) = -6.503 / -6.477
- largest force on an atom (eV/A) = 0.50
- charge = 0
- gap between HOMO and LUMO (alpha / beta) (eV) = 4.11 / 4.08